C2H3NOS3 | the ωB97M-V functional and the def2-TZVPD basis

```
10
Properties=species:S:1:pos:R:3:forces:R:3:lowdin_charge:R:1
O -0.640631 -1.036052 1.414064 -0.20 -1.04 0.86 0.052
C -0.997772 -0.601103 0.365769 0.09 -0.77 -0.42 -0.872
S -2.364399 -1.211920 -0.614995 0.54 -0.46 0.83 0.847
C -0.213362 0.563557 -0.076984 2.28 3.42 -0.38 -0.853
S -0.949930 2.043561 -0.105134 -0.17 -0.67 -0.13 0.705
N 1.188528 0.563722 -0.119285 -1.82 -1.43 -0.40 -0.460
S 2.153674 -0.781556 -0.510759 0.47 -0.04 2.60 0.742
H -2.474761 -0.045603 -1.193415 -0.20 0.82 -0.67 -0.166
H 1.700535 1.422091 -0.023773 -0.54 0.50 -0.21 0.066
H 2.598117 -0.916695 0.864512 -0.44 -0.32 -2.09 -0.061
```
Positions in Å, forces in eV/Å.

* SMILES: O=C(S)C(=S)NS
* energy above the lowest of the compared OMol25 structures with the same formula, charge and spin: 19.8 kcal per mole
* orbital gap: 8.5476 eV
* calculated total energy: -38164.5447 eV
* LUMO energy: -0.0225 hartree

C3H7N3 | the ωB97M-V functional and the def2-TZVPD basis

```
13
Properties=species:S:1:pos:R:3:forces:R:3:lowdin_charge:R:1
N -1.707174 0.682810 -2.432596 0.54 0.01 0.95 0.144
C -1.107827 0.660221 -1.443035 -0.58 -0.01 -0.86 -0.187
C -0.268153 0.585774 -0.226758 -0.07 -0.01 0.08 -0.408
N 1.139544 0.826966 -0.517034 0.08 0.09 -0.14 0.043
C -0.422900 -0.782669 0.442227 -0.19 -0.01 -0.20 -0.273
N 0.276445 -0.736272 1.712158 0.17 -0.17 0.00 -0.005
H -0.600541 1.346076 0.488700 -0.02 -0.11 -0.14 0.147
H 1.427887 0.272115 -1.319712 0.01 0.12 0.12 0.089
H 1.293425 1.804179 -0.744032 0.04 -0.15 -0.01 0.084
H -1.486824 -0.981316 0.614994 0.16 0.04 -0.04 0.120
H -0.057913 -1.548148 -0.267863 -0.04 0.12 0.15 0.119
H 0.268903 -1.648771 2.154197 0.01 0.11 0.01 0.069
H 1.245129 -0.480965 1.538756 -0.10 -0.03 0.08 0.059
```
Positions in Å, forces in eV/Å.

* SMILES: N#C[C@H](N)CN
* energy above the lowest of the compared OMol25 structures with the same formula, charge and spin: 5.7 kcal per mole
* orbital gap: 10.6361 eV
* calculated total energy: -7694.4322 eV
* LUMO energy: 0.0319 hartree

C5H4O | the ωB97M-V functional and the def2-TZVPD basis

```
10
Properties=species:S:1:pos:R:3:forces:R:3:lowdin_charge:R:1
O -3.107001 -1.210450 0.985028 -0.66 0.44 -0.09 0.099
C -1.973331 -0.888026 0.407057 3.41 -0.23 0.40 -0.352
C -1.049219 -0.177586 -0.444339 -1.04 -0.16 -0.08 0.041
C -0.606958 -1.065435 0.542481 -2.68 0.75 0.22 -0.011
H -3.893088 -0.671816 0.726226 1.00 -0.39 -0.27 0.147
H 0.268704 -1.314049 1.122126 -0.03 -0.41 -0.22 0.091
C 2.875254 1.740697 -0.473855 2.52 1.08 1.82 -0.036
C 2.166035 0.990300 -1.036008 -2.90 -2.31 -3.96 -0.055
H 3.733064 2.113036 0.047308 -0.47 0.38 0.04 0.017
H 1.586541 0.483329 -1.876024 0.84 0.85 2.15 0.058
```
Positions in Å, forces in eV/Å.

* SMILES: OC1=C=C1.C#C
* energy above the lowest of the compared OMol25 structures with the same formula, charge and spin: 124.2 kcal per mole
* orbital gap: 9.2547 eV
* calculated total energy: -7290.3207 eV
* LUMO energy: 0.0169 hartree

C22H23F17N2O4 | the ωB97M-V functional and the def2-TZVPD basis

```
68
Properties=species:S:1:pos:R:3:forces:R:3:lowdin_charge:R:1
N 1.748225 1.508302 2.687497 -0.46 2.59 -6.25 0.111
C 1.605150 2.016735 1.592672 -1.25 -0.33 4.22 -0.167
C 1.018843 2.947506 0.410444 1.36 -0.37 -0.09 -0.127
C -0.267512 2.315955 -0.329652 0.56 -0.92 -1.04 -0.235
C 0.161253 2.144112 -1.890732 -1.02 -0.42 -3.13 -0.184
N 0.302243 1.978996 -3.076886 -0.68 1.05 5.87 0.125
C -0.682452 0.839699 0.238619 0.35 -0.26 -1.31 -0.145
C -1.944052 0.336385 -0.634761 0.66 0.47 0.51 -0.082
C -2.798545 -0.843333 0.095685 2.62 0.23 -0.84 -0.263
F -2.029722 -2.054261 -0.157628 -1.92 2.47 0.91 0.030
F -2.886250 -0.688618 1.506908 -0.26 -0.43 -3.17 0.063
C -4.192463 -1.006604 -0.682369 1.00 -3.06 -1.64 -0.178
F -3.958423 -0.562082 -2.040407 -1.18 -0.66 3.47 0.060
F -4.392892 -2.441693 -0.823613 -0.09 3.50 0.44 0.057
C -5.509187 -0.449352 -0.004494 -1.96 -2.51 0.72 -0.164
F -6.628351 -0.888322 -0.816585 2.72 1.75 1.84 0.079
F -5.691977 -1.173428 1.238362 0.90 1.87 -3.13 0.079
C -5.610850 1.103318 0.357742 0.57 1.12 2.84 -0.137
F -4.368373 1.687217 0.828299 -2.76 -2.10 -1.43 0.067
F -6.444908 1.150909 1.546818 1.54 0.33 -3.43 0.069
C -6.126119 2.081191 -0.811834 1.28 0.99 -2.43 -0.149
F -5.286865 3.263602 -0.811228 -2.51 -2.77 0.26 0.070
F -5.916726 1.535070 -2.138265 -0.30 0.76 3.80 0.075
C -7.677456 2.499868 -0.758411 -2.02 -0.56 -2.90 -0.158
F -8.552575 1.428892 -0.337674 2.76 2.97 -0.48 0.089
F -8.065895 2.710153 -2.145396 1.01 -0.27 3.42 0.067
C -8.009565 3.905683 -0.053343 -2.41 1.52 -0.76 -0.169
F -9.453449 4.033356 -0.117721 3.57 -0.53 0.33 0.075
F -7.531524 5.047944 -0.795664 -0.69 -3.49 2.13 0.091
C -7.639101 4.033780 1.498863 -0.83 2.32 2.85 -0.276
F -8.414885 3.130680 2.310147 2.76 2.14 -2.57 0.093
F -8.096044 5.346141 1.905540 1.27 -3.40 -1.16 0.074
F -6.256341 4.012648 1.799572 -3.76 -0.58 -0.94 0.111
H 1.876963 3.056637 -0.363506 -1.51 -0.29 1.41 0.118
H 0.785426 4.017823 0.771639 0.42 -1.97 -0.06 0.125
H -1.186534 3.025464 -0.308215 1.73 -1.13 -0.05 0.148
H 0.201623 0.148363 -0.053053 -1.55 1.23 0.99 0.113
H -0.857877 0.830236 1.368314 0.20 0.27 -1.70 0.126
H -1.508084 -0.025341 -1.648226 -1.10 0.27 1.84 0.144
H -2.574380 1.260409 -0.879779 0.47 -1.52 0.48 0.115
C 5.909599 -0.469952 -2.534099 -0.12 0.11 -0.25 -0.063
C 5.213800 -0.785490 -1.226119 0.27 -0.05 -0.21 -0.241
O 4.061246 0.050699 -1.040195 -0.34 0.22 0.33 0.017
C 2.844685 -0.216821 -1.541381 -0.16 0.26 0.01 -0.471
C 2.703617 -1.282925 -2.587193 -0.18 -0.67 0.13 0.025
O 1.886791 0.450373 -1.202019 1.31 -0.59 0.15 0.034
H 5.261991 -0.661883 -3.392908 0.07 -0.08 0.05 0.068
H 6.815272 -1.071753 -2.643914 -0.06 0.05 0.04 0.082
H 6.182820 0.587925 -2.575673 0.03 -0.12 0.09 0.086
H 4.950763 -1.842188 -1.131281 -0.09 0.14 -0.05 0.105
H 5.890130 -0.562280 -0.397224 -0.37 0.09 0.03 0.123
H 2.755190 -0.822843 -3.576233 -0.03 -0.01 0.09 0.103
H 1.730239 -1.762904 -2.463586 0.02 0.28 -0.12 0.095
H 3.445601 -2.075106 -2.512477 0.13 0.14 -0.10 0.072
C 8.374487 -4.050472 2.156841 0.01 -0.06 -0.24 -0.069
C 7.391064 -3.488848 3.162262 0.13 -0.15 -0.08 -0.230
O 6.519279 -2.525676 2.550343 -0.07 0.40 0.26 0.001
C 5.386551 -2.837909 1.892035 -0.58 0.48 -0.43 -0.518
C 5.133579 -4.268212 1.511800 -0.33 -0.49 0.39 0.010
O 4.622241 -1.960817 1.549874 0.87 -0.56 0.39 0.095
H 7.866572 -4.581882 1.348640 0.02 -0.05 0.12 0.067
H 9.068656 -4.741723 2.641121 -0.05 0.07 -0.02 0.083
H 8.947933 -3.243748 1.692344 -0.02 -0.04 0.15 0.084
H 6.817949 -4.267769 3.672682 -0.02 0.05 -0.14 0.115
H 7.940502 -2.952157 3.940285 -0.24 0.14 -0.15 0.125
H 5.496455 -4.438301 0.495904 -0.01 0.00 0.09 0.095
H 4.057159 -4.449966 1.544923 0.13 0.18 -0.21 0.096
H 5.585479 -4.991415 2.187569 0.18 0.00 -0.15 0.070
```
Positions in Å, forces in eV/Å.

* SMILES: N#CC[C@@H](C#N)CCC(F)(F)C(F)(F)C(F)(F)C(F)(F)C(F)(F)C(F)(F)C(F)(F)C(F)(F)F.CCOC(C)=O.CCOC(C)=O
* orbital gap: 10.0775 eV
* calculated total energy: -80547.4408 eV
* LUMO energy: -0.0121 hartree

> What is the orbital gap in the third record?

9.2547 eV

> The lowest calculated total energy belongs to which entry?

C22H23F17N2O4

> Among the records above, which one has the highest orbital gap?

C3H7N3

Copy entry 1 word for word.
C2H3NOS3 | the ωB97M-V functional and the def2-TZVPD basis

```
10
Properties=species:S:1:pos:R:3:forces:R:3:lowdin_charge:R:1
O -0.640631 -1.036052 1.414064 -0.20 -1.04 0.86 0.052
C -0.997772 -0.601103 0.365769 0.09 -0.77 -0.42 -0.872
S -2.364399 -1.211920 -0.614995 0.54 -0.46 0.83 0.847
C -0.213362 0.563557 -0.076984 2.28 3.42 -0.38 -0.853
S -0.949930 2.043561 -0.105134 -0.17 -0.67 -0.13 0.705
N 1.188528 0.563722 -0.119285 -1.82 -1.43 -0.40 -0.460
S 2.153674 -0.781556 -0.510759 0.47 -0.04 2.60 0.742
H -2.474761 -0.045603 -1.193415 -0.20 0.82 -0.67 -0.166
H 1.700535 1.422091 -0.023773 -0.54 0.50 -0.21 0.066
H 2.598117 -0.916695 0.864512 -0.44 -0.32 -2.09 -0.061
```
Positions in Å, forces in eV/Å.

* SMILES: O=C(S)C(=S)NS
* energy above the lowest of the compared OMol25 structures with the same formula, charge and spin: 19.8 kcal per mole
* orbital gap: 8.5476 eV
* calculated total energy: -38164.5447 eV
* LUMO energy: -0.0225 hartree